(1)
A structure of composition C11H14BMgN7S in a non-equilibrium geometry, computed with ωB97M-V with the def2-TZVPD basis set.

```
35
Properties=species:S:1:pos:R:3:forces:R:3
H -0.3622 2.9450 2.4094 -0.09 -0.11 -0.14
N -0.1373 1.6548 0.7188 -1.25 1.16 0.36
B 0.6151 0.6060 -1.5147 -0.28 -1.26 -0.96
N 0.4424 1.8357 -0.5465 -0.92 0.74 0.15
C 0.8958 3.1015 -0.6214 -0.64 -1.24 0.19
Mg -1.1832 -0.4691 1.0399 2.84 -3.60 6.50
H 1.3851 3.5074 -1.5050 0.00 -0.52 0.24
C 0.5925 3.7669 0.5684 0.01 0.62 0.88
H 0.7603 4.8051 0.8408 0.20 -0.36 -0.27
C -0.0111 2.8530 1.3872 0.65 0.43 -0.05
H 1.1093 0.9673 -2.5611 -0.29 0.12 0.35
C -1.0247 -2.5814 1.4268 1.16 -0.27 -1.84
H -0.9806 -2.9441 2.4501 -0.01 -0.02 0.05
H 0.0101 -2.7503 0.8790 -2.45 -0.18 1.23
H -1.7748 -3.1269 0.8629 -0.16 -0.74 -0.13
N -0.8978 -0.0006 -1.7919 -0.26 -0.07 0.95
N 1.5179 -0.4622 -0.8627 0.31 0.35 0.47
N -1.5741 -0.4507 -0.6672 -2.16 0.76 -6.14
N 1.1804 -1.0052 0.3498 0.80 -0.02 -0.74
C -1.7073 -0.1733 -2.8556 -0.62 0.23 -0.55
C 2.7191 -0.9564 -1.2795 -0.12 -0.95 0.96
H -1.4619 0.1195 -3.8895 0.28 -0.20 0.88
H 3.1964 -0.6704 -2.1891 -0.04 0.28 -0.44
C -2.9509 -0.7056 -2.4447 0.77 0.33 -0.01
C 3.1448 -1.9098 -0.3438 -0.66 1.14 -0.90
C -2.8100 -0.8685 -1.0792 0.88 0.13 0.48
C 2.1462 -1.9044 0.6264 -0.84 0.67 0.07
H -3.8526 -0.9318 -3.0110 0.59 0.09 -0.04
H 4.0236 -2.5229 -0.3600 0.15 -0.02 -0.11
H -3.5218 -1.3040 -0.3666 0.53 0.26 -0.29
H 2.0730 -2.5757 1.4714 -0.13 0.39 0.10
H -1.2166 1.5640 0.8387 1.86 -0.03 -1.29
S 0.7203 0.8930 4.9954 0.33 0.30 0.35
C -0.1969 0.1266 3.9201 -1.23 -0.87 -1.57
N -0.8686 -0.4320 3.1043 0.76 2.49 1.25
```
Positions in Å, forces in eV/Å.

## Properties
* E_HOMO: -6.1 eV
* DFT total energy: -39019.516 eV
* spin multiplicity: 1
* Kohn-Sham gap: 4.51 eV



(2)
A structure of composition C11H14BN7SeSr in a non-equilibrium geometry, computed with ωB97M-V with the def2-TZVPD basis set.

```
35
Properties=species:S:1:pos:R:3:forces:R:3
H -0.8209 -3.5834 0.0515 -0.10 0.19 -0.28
N -1.7278 -1.6808 -0.3191 -1.17 -1.11 -0.97
B -3.3024 0.2147 -1.0553 0.67 0.30 0.73
N -2.9435 -1.3110 -0.9050 1.56 -0.71 1.10
C -3.6056 -2.4202 -1.2924 0.80 0.25 0.44
Sr 0.2776 -0.5826 0.6406 -0.24 2.07 -0.75
H -4.5758 -2.3069 -1.7604 0.18 -0.21 0.08
C -2.8305 -3.5382 -0.9747 0.18 0.31 -0.38
H -3.0761 -4.5611 -1.1954 0.00 -0.07 0.07
C -1.6373 -3.0307 -0.4122 -1.86 1.08 0.09
H -4.4264 0.3486 -1.4763 0.24 -0.04 0.00
C 2.1833 1.9677 0.1537 -1.61 -1.09 0.41
H 3.1299 2.0052 0.6946 -0.17 0.33 -0.15
H 1.3114 2.4399 0.6352 0.68 0.40 -0.21
H 2.1934 2.1396 -0.9236 0.30 0.32 0.17
N -2.2251 0.8477 -1.9634 1.26 -0.27 0.30
N -3.1671 0.9547 0.3546 1.32 -0.61 0.94
N -0.9047 0.7674 -1.5704 0.12 0.27 -0.68
N -1.9831 0.8790 1.1101 -0.85 0.49 0.00
C -2.3271 1.5227 -3.1207 0.75 -0.04 0.30
C -4.0567 1.7392 0.9994 0.79 -0.27 -0.01
H -3.3073 1.6555 -3.5445 0.05 0.16 -0.21
H -5.0331 1.9079 0.5570 0.22 0.03 0.23
C -1.0466 1.9166 -3.5086 -0.37 -0.38 0.19
C -3.4661 2.2025 2.1690 0.03 0.16 -0.07
C -0.1853 1.4087 -2.5072 -1.48 0.11 0.06
C -2.1593 1.6668 2.1898 -1.28 -0.73 -1.02
H -0.7927 2.4577 -4.4016 0.08 0.08 0.00
H -3.9200 2.8570 2.8923 0.02 0.03 0.03
H 0.8824 1.5556 -2.3989 -0.24 -0.21 0.03
H -1.4050 1.7537 2.9720 -0.15 0.02 -0.42
H 3.2782 0.2521 -0.9675 -0.50 -0.85 1.06
Se 3.1926 -1.4562 2.4435 -0.34 0.33 -1.12
C 3.2024 -0.9203 0.7635 0.14 0.51 -2.83
N 3.0282 -0.5932 -0.4079 0.97 -0.86 2.89
```
Positions in Å, forces in eV/Å.

## Properties
* E_HOMO (alpha / beta): -5.9 / -5.9 eV
* DFT total energy: -88922.693 eV
* spin multiplicity: 1
* Kohn-Sham gap (alpha / beta): 5.38 / 5.38 eV



(3)
A structure of composition C11H14CdFN6O6 in a non-equilibrium geometry, computed with ωB97M-V with the def2-TZVPD basis set.

```
39
Properties=species:S:1:pos:R:3:forces:R:3
Cd 0.3910 -0.2087 0.3775 -2.18 0.85 1.15
C 0.1006 4.8574 -1.4080 -0.11 0.35 -0.26
O 0.5447 3.9190 -0.4321 0.20 -0.22 0.21
C 0.1958 2.6571 -0.4325 -0.30 -0.24 0.08
O 0.6252 1.9231 0.4512 0.19 0.82 0.16
N -0.6806 2.2050 -1.3729 -0.17 0.20 -0.56
N -1.0223 0.8394 -1.3871 -0.20 0.10 -0.26
H 0.6183 5.7834 -1.1626 -0.09 -0.13 -0.06
H -0.9764 5.0216 -1.3366 0.04 -0.08 0.00
H 0.3893 4.5493 -2.4144 0.00 -0.02 0.02
H -0.9021 2.7634 -2.1895 0.06 -0.11 0.25
H -0.6541 0.3724 -2.2201 0.02 0.20 0.24
H -2.0372 0.7294 -1.3722 0.30 0.16 0.00
F 1.3037 -5.4808 -3.4056 0.10 0.18 -0.14
C 1.8799 -4.2796 -3.5448 0.11 -0.17 0.61
C 2.5104 -3.7097 -2.5020 -0.49 -0.58 -0.62
N 3.0965 -2.4790 -2.5984 0.40 0.28 -0.27
C 3.5066 -1.7889 -1.3989 -0.20 0.27 0.01
C 2.2806 -1.2439 -0.6784 1.39 -0.76 -0.82
O 2.3613 -0.9133 0.5213 1.42 -0.26 0.66
O 1.2068 -1.1340 -1.3216 0.10 -0.50 -1.34
C 3.0313 -1.7379 -3.7711 0.04 -0.27 0.30
O 3.4520 -0.6092 -3.8482 0.12 0.43 -0.08
N 2.4622 -2.3973 -4.8310 0.00 0.09 -0.42
C 1.8049 -3.6302 -4.8531 0.10 0.14 0.28
O 1.2654 -4.0367 -5.8469 -0.07 -0.18 -0.04
H 2.5867 -4.2054 -1.5444 -0.07 -0.06 -0.01
H 4.1244 -0.9357 -1.7053 -0.08 -0.22 0.19
H 4.0791 -2.4385 -0.7344 -0.05 0.06 -0.10
H 2.4928 -1.9023 -5.7174 -0.07 -0.05 0.21
N -2.5915 -1.1047 3.2940 -0.15 0.24 -0.09
C -1.7582 -2.1575 3.5167 0.52 -0.39 -0.11
C -0.7592 -2.0483 2.5953 -0.11 -0.39 0.40
N -0.9859 -0.9449 1.8205 -0.67 0.09 0.46
C -2.0980 -0.3957 2.2710 -0.06 0.28 -0.20
H -3.4283 -0.8944 3.8155 0.04 0.03 -0.07
H -1.9322 -2.8816 4.2851 -0.04 -0.11 0.14
H 0.0984 -2.6766 2.4408 0.03 -0.08 0.05
H -2.5491 0.4985 1.8794 -0.08 0.04 0.06
```
Positions in Å, forces in eV/Å.

## Properties
* E_HOMO: -11.1 eV
* DFT total energy: -40137.522 eV
* spin multiplicity: 1
* Kohn-Sham gap: 8.45 eV
* charge: +1



(4)
A structure of composition C11H14FIN3O2PS2, computed with ωB97M-V with the def2-TZVPD basis set.

```
35
Properties=species:S:1:pos:R:3:forces:R:3
C 0.9451 -2.9064 0.6779 0.11 -0.28 -0.07
C 2.3028 -2.2335 0.7393 -0.13 0.22 0.17
I 3.6284 -3.2609 -0.6071 0.08 -0.04 -0.04
C 2.2991 -0.7016 0.5101 0.11 0.02 -0.06
C 1.1276 -0.1662 -0.2661 0.17 -0.07 -0.06
C -0.0282 0.2761 0.3081 -0.58 0.17 0.01
C -0.1046 0.2234 1.8165 0.07 -0.01 0.09
C 0.4749 1.4676 2.4823 0.05 -0.05 -0.02
F 1.0983 1.1088 3.6809 -0.10 -0.01 -0.03
C -1.1393 0.7809 -0.5022 0.24 -0.01 0.53
P -2.7087 1.4522 0.1194 -0.20 -0.20 -0.42
O -2.7567 2.8889 -0.5626 -0.11 0.12 0.16
O -2.5420 1.8836 1.6532 0.13 -0.30 0.18
S -4.2433 0.3129 -0.1768 0.13 0.07 0.19
C -1.0913 0.7418 -1.8690 -0.23 0.07 -0.16
N -2.1708 1.1433 -2.6879 0.32 -0.17 -0.20
C 0.1119 0.2906 -2.4677 0.25 0.07 -0.26
N 0.3466 0.2383 -3.7847 -0.16 0.06 -0.07
S 1.8466 -0.2830 -3.9534 -0.01 0.02 -0.01
N 2.2703 -0.4700 -2.4281 0.16 -0.08 0.16
C 1.2135 -0.1257 -1.6814 0.03 0.01 -0.25
H 0.5005 -2.7965 -0.3094 -0.12 0.08 0.00
H 1.0534 -3.9729 0.8650 -0.01 -0.04 0.04
H 0.2688 -2.5073 1.4332 -0.06 0.07 -0.05
H 2.7540 -2.4091 1.7111 0.10 -0.13 -0.01
H 2.3401 -0.2196 1.4859 0.07 -0.02 0.01
H 3.2097 -0.4142 -0.0103 0.06 0.02 0.00
H 0.4929 -0.6139 2.1689 -0.04 0.05 0.02
H -1.1103 0.0288 2.1605 -0.20 -0.01 0.07
H 1.2351 1.9191 1.8436 0.04 0.04 0.03
H -0.2924 2.1987 2.7174 -0.02 0.11 -0.02
H -3.6674 3.0740 -0.8311 0.09 0.08 -0.13
H -3.0453 1.2612 2.1964 -0.03 0.12 0.09
H -2.8091 0.3693 -2.8388 -0.21 0.10 0.19
H -1.8103 1.4217 -3.5930 -0.03 -0.08 -0.08
```
Positions in Å, forces in eV/Å.

## Properties
* E_HOMO: -8.8 eV
* DFT total energy: -61979.394 eV
* spin multiplicity: 1
* Kohn-Sham gap: 7.87 eV



(5)
The ion C11H14FN2 with charge +1, computed with ωB97M-V with the def2-TZVPD basis set.

```
28
Properties=species:S:1:pos:R:3:forces:R:3
N -0.9282 -1.4589 -1.9171 0.00 0.01 0.02
C -0.4527 -0.7099 -0.9209 0.13 0.34 0.41
C -1.2893 -0.0980 0.0366 0.16 0.04 0.11
C -0.7720 0.7045 1.0290 -0.18 -0.32 -0.33
N 0.5489 0.9223 1.1435 0.09 0.11 0.11
C 1.3832 0.3315 0.2648 0.04 -0.35 -0.52
C 0.9349 -0.4648 -0.7549 0.11 0.17 0.31
C 2.0713 -0.9398 -1.6088 0.03 0.00 -0.11
C 3.3355 -0.4574 -0.8668 -0.15 0.07 0.12
C 2.8730 0.5204 0.2236 0.21 -0.29 0.24
F 3.1385 1.8312 -0.1178 -0.02 0.44 -0.18
C -1.8347 1.2873 1.8927 -0.15 0.19 0.22
C -3.0749 0.4518 1.5265 -0.02 -0.04 0.00
C -2.7856 -0.1457 0.1359 -0.08 0.02 -0.06
H -1.9176 -1.6066 -2.0209 0.03 -0.03 -0.05
H -0.3077 -1.8805 -2.5868 -0.06 -0.02 -0.02
H 0.9159 1.5433 1.8575 -0.08 -0.11 -0.10
H 2.0708 -2.0242 -1.7229 -0.01 -0.03 -0.05
H 2.0019 -0.4963 -2.6046 -0.02 -0.07 -0.05
H 3.8536 -1.2960 -0.4071 0.02 -0.01 0.00
H 4.0309 0.0463 -1.5347 0.05 0.01 0.08
H 3.3637 0.3634 1.1905 -0.11 -0.11 -0.10
H -1.5934 1.2337 2.9538 0.04 0.04 0.02
H -1.9754 2.3413 1.6385 0.05 0.03 0.01
H -3.9831 1.0481 1.5316 -0.01 -0.02 0.05
H -3.1974 -0.3530 2.2504 -0.01 0.01 0.00
H -3.2298 0.4629 -0.6558 -0.05 -0.03 -0.06
H -3.1800 -1.1573 0.0441 -0.05 -0.04 -0.05
```
Positions in Å, forces in eV/Å.

## Properties
* E_HOMO: -13.1 eV
* DFT total energy: -17327.265 eV
* spin multiplicity: 1
* Kohn-Sham gap: 9.72 eV
* SMILES: [NH2+]=c1c2c([nH]c3c1CC[C@H]3F)CCC2
* charge: +1



(6)
A structure of composition C11H14IrN2OP in a non-equilibrium geometry, computed with ωB97M-V with the def2-TZVPD basis set.

```
30
Properties=species:S:1:pos:R:3:forces:R:3
C -2.0409 0.4722 -2.0417 -1.41 -1.46 2.10
C -1.6538 -0.7609 -2.8526 -2.28 0.54 -2.43
C -0.6468 -0.1733 -3.7621 0.05 -2.70 -2.14
C -0.1744 0.9933 -3.2151 1.19 2.57 0.46
C -0.8731 1.3598 -1.9686 -0.30 0.81 -1.66
Ir -0.0872 -0.5382 -1.7506 2.59 -0.33 5.08
P 1.0228 -2.4247 -1.7502 2.02 -2.06 -1.18
H -2.9599 0.5432 -1.3776 1.66 -0.40 -0.57
H -1.8856 -1.9136 -2.9166 -0.93 3.00 -0.10
H -0.2365 -0.6461 -4.7041 -0.49 0.57 1.44
H -0.4433 2.1553 -1.2365 -1.71 -1.35 -1.48
H 0.6661 1.5313 -3.6294 0.01 0.01 0.11
H 2.3810 -2.3169 -1.2250 -0.96 -0.30 -0.32
H 1.3554 -3.0114 -3.0999 -0.32 0.51 1.63
H 0.6216 -3.6464 -1.0967 0.19 0.62 -0.24
N 1.8124 1.8926 4.2086 -0.57 0.09 0.41
C 1.8365 1.5168 2.8468 -5.48 -3.46 2.66
O 2.7479 1.8950 2.0970 2.63 1.29 -1.97
C 0.7356 0.6665 2.3025 2.09 1.66 -0.42
C -0.4805 0.4563 2.9986 0.49 0.78 1.85
C -1.4917 -0.3000 2.4281 0.04 -0.83 -2.03
C -1.2875 -0.7343 1.0976 -1.48 0.16 1.51
N -0.1542 -0.5096 0.3848 -0.84 -1.03 -1.52
C 0.8329 0.2190 0.9586 1.41 0.93 0.63
H 2.6781 2.2631 4.5411 0.24 0.08 0.30
H 1.1986 1.4535 4.9429 1.17 0.32 -1.84
H -0.5764 0.8802 3.9971 -0.20 -0.14 -0.23
H -2.4233 -0.5478 2.9568 0.55 0.17 -0.38
H -2.1160 -1.2098 0.5878 0.18 -0.21 -0.11
H 1.6419 0.4350 0.2782 0.45 0.16 0.45
```
Positions in Å, forces in eV/Å.

## Properties
* E_HOMO (alpha / beta): -4.1 / -8.1 eV
* DFT total energy: -28779.855 eV
* spin multiplicity: 5
* expectation value of S²: 6.037
* Kohn-Sham gap (alpha / beta): 4.36 / 5.38 eV



(7)
A structure of composition C11H14LiO8 in a non-equilibrium geometry, computed with ωB97M-V with the def2-TZVPD basis set.

```
34
Properties=species:S:1:pos:R:3:forces:R:3
Li 0.0990 0.8437 -2.1197 0.32 -0.48 0.24
C -1.7174 -0.3059 6.2345 2.13 -0.82 -3.98
C -1.9731 0.8580 6.8988 -2.98 -0.24 2.87
C -1.8750 2.2100 6.2099 -0.82 4.58 2.35
O -2.1489 3.3374 6.8578 0.53 -2.99 -0.43
C -1.5464 2.3555 4.8972 0.99 -2.92 -1.45
C -1.2475 1.1608 4.1138 -0.23 0.75 1.49
C -1.2505 -0.2830 4.8342 -0.55 -1.36 -0.06
O -0.9830 -1.3112 4.1152 -0.52 2.34 1.73
O -0.9997 1.2211 2.9221 0.39 -0.32 -1.51
O -2.5648 0.7566 8.0456 1.26 1.02 -1.11
H -1.8469 -1.2765 6.6902 -0.08 0.01 0.21
H -1.3487 3.3342 4.4857 -0.26 0.02 -0.15
C 5.5771 5.0108 -2.1606 0.14 0.17 0.44
C 5.0911 3.5709 -2.2476 -1.51 -2.35 -0.56
O 3.9702 3.3109 -2.8476 1.49 1.41 0.51
O 5.7589 2.6976 -1.6591 0.48 0.47 0.06
H 5.1027 5.3628 -1.2446 -0.81 0.67 -0.39
H 5.3842 5.5548 -3.0852 -0.39 0.32 0.35
H 6.6081 5.1707 -1.8448 0.42 -0.68 -0.52
C 0.1131 -4.9016 -4.7982 -0.53 -0.03 1.07
C -0.3549 -3.9151 -3.6372 1.42 0.66 -0.22
C -1.3896 -4.5838 -2.7204 1.08 0.10 1.17
O 0.6997 -3.2245 -3.0045 -1.54 -1.18 -0.69
H -0.7122 -5.4381 -5.2663 -0.73 0.69 -0.61
H 0.5916 -5.8105 -4.4332 1.00 0.34 0.56
H 0.7295 -4.3612 -5.5165 0.03 -0.21 0.00
H -0.9935 -3.1673 -4.1074 -0.28 0.40 -1.03
H -0.8719 -5.0519 -1.8832 0.23 -0.46 -0.01
H -2.0416 -5.3205 -3.1896 -0.26 0.19 -0.16
H -1.9052 -3.7695 -2.2113 -0.57 -0.09 -0.20
O -3.6458 1.7953 -2.7949 0.27 -0.08 -0.12
H -4.2724 1.8092 -2.0714 -0.08 -0.07 0.34
H -4.0364 2.3603 -3.4615 -0.04 0.13 -0.18
```
Positions in Å, forces in eV/Å.

## Properties
* E_HOMO: 1.4 eV
* DFT total energy: -28212.819 eV
* spin multiplicity: 1
* Kohn-Sham gap: 2.32 eV
* charge: -3



(8)
A cluster of 2 separate species, C11H14N2 in total in a non-equilibrium geometry, computed with ωB97M-V with the def2-TZVPD basis set.

```
27
Properties=species:S:1:pos:R:3:forces:R:3
C -3.4658 1.1303 -0.5496 0.05 -0.08 -0.57
C -0.1999 0.2411 -1.6094 0.35 0.02 -0.86
C -2.0847 1.1089 -1.1292 -0.02 -0.65 0.07
C -1.3350 2.0882 -1.6917 -0.16 0.44 0.13
N -1.3586 -0.0750 -1.1177 -0.35 0.06 0.55
N -0.1071 1.5423 -1.9634 -0.56 0.13 -0.37
H 0.6247 -0.3982 -1.8418 0.21 -0.29 0.12
H 0.5264 1.9132 -2.6788 0.27 0.00 0.40
H -1.6044 3.1131 -1.8649 0.15 0.10 -0.10
H -3.4600 1.6529 0.3998 -0.20 -0.03 0.32
H -3.8192 0.1014 -0.4288 0.15 0.18 0.18
H -4.1764 1.6309 -1.2122 0.05 0.11 0.04
C 3.2246 -0.3474 -0.1091 -0.51 -0.74 -0.63
C -0.0786 -1.3295 2.3941 0.19 0.61 0.74
C 0.2592 0.0083 2.1493 -0.94 -0.31 -0.36
C 0.5125 -2.3411 1.6767 -0.09 0.23 0.05
C 1.2744 0.2893 1.2787 0.08 0.09 -1.03
C 1.4716 -2.0244 0.7097 0.14 -0.77 0.27
C 1.9370 -0.7373 0.5770 0.48 0.97 0.77
H -0.7423 -1.5227 3.2302 -0.29 -0.24 -0.30
H -0.4283 0.7841 2.4803 0.48 0.07 0.39
H 0.2303 -3.3567 1.9240 0.08 -0.12 -0.36
H 1.4908 1.3037 0.9318 0.03 -0.13 0.56
H 1.8845 -2.8283 0.1104 0.21 0.04 0.03
H 3.2192 -0.6291 -1.1670 0.09 0.01 -0.02
H 4.0669 -0.8649 0.3522 0.04 0.01 0.03
H 3.3892 0.7178 -0.0385 0.05 0.27 -0.02
```
Positions in Å, forces in eV/Å.

## Properties
* E_HOMO (alpha / beta): 1.0 / -5.0 eV
* DFT total energy: -14612.913 eV
* spin multiplicity: 2
* expectation value of S²: 0.750
* Kohn-Sham gap (alpha / beta): 2.52 / 8.49 eV
* charge: -1



> Look up the spin multiplicity of the fifth one.

1



> Look up the DFT total energy of the third one.

-40137.522 eV